Here is a 3-piece molecular cluster, C24H23ClO14 overall from the Open Molecules 2025 dataset. Energies are from ωB97M-V with the def2-TZVPD basis set.

Computed properties:
- Gap between HOMO and LUMO: 7.8 eV
- Charge: 0
- Highest occupied orbital energy: -9.597 eV

Cartesian coordinates (Å):
C -5.06 1.38 1.79
C -4.45 0.80 0.90
C -3.57 0.42 -0.33
C -2.01 0.28 -0.04
C -1.66 -1.28 0.02
C -2.00 -1.84 1.49
C -2.54 -3.32 1.43
O -2.27 -4.07 0.51
O -3.37 -3.72 2.52
O -1.44 0.89 -1.25
C -1.34 2.31 -0.94
O -0.96 3.24 -1.61
O -1.73 2.49 0.44
C -1.31 1.25 1.02
O -1.76 1.19 2.37
C 0.23 0.86 1.07
C 1.15 1.81 1.93
C 1.00 3.36 1.64
Cl 1.10 1.45 3.75
H -5.85 1.67 2.53
H -3.93 -0.60 -0.69
H -3.77 1.12 -1.19
H -2.25 -1.89 -0.71
H -0.56 -1.45 -0.25
H -1.06 -1.73 2.11
H -2.78 -1.17 1.97
H -4.26 -3.44 2.23
H -1.36 0.43 2.84
H 0.31 -0.18 1.52
H 0.72 0.78 0.05
H 2.22 1.55 1.64
H 1.43 3.62 0.61
H -0.04 3.77 1.81
H 1.68 3.90 2.38
O -0.55 1.82 -8.69
C -0.09 2.05 -7.58
C -0.79 1.67 -6.35
C -0.26 1.96 -5.16
O -0.88 1.61 -4.01
C 1.05 2.67 -5.04
O 1.49 2.93 -3.93
C 1.75 3.03 -6.27
C 1.23 2.74 -7.46
O 1.86 3.06 -8.61
H -1.73 1.15 -6.46
H -0.31 1.92 -3.29
H 2.70 3.53 -6.17
H 1.28 2.75 -9.33
O 4.67 -5.24 5.02
C 3.99 -4.36 4.53
C 3.40 -3.28 5.34
C 2.65 -2.34 4.77
O 2.10 -1.34 5.50
C 2.38 -2.34 3.30
O 1.68 -1.47 2.81
C 2.99 -3.40 2.49
C 3.75 -4.34 3.06
O 4.32 -5.32 2.33
H 3.60 -3.30 6.40
H 1.60 -0.78 4.87
H 2.80 -3.38 1.42
H 4.81 -5.87 2.97

Atom charges from the Löwdin analysis, given in e for atoms 1 to 2:
1 C 0.092
2 C -0.112



Here is C4H5N3O as an isolated structure from the Open Molecules 2025 dataset. Energies are from ωB97M-V with the def2-TZVPD basis set.

Computed properties:
- Energy relative to the best compared isomer or geometry (same formula, charge and spin): 97.0 kcal/mol
- Gap between HOMO and LUMO: 9.3 eV
- Charge: 0
- Highest occupied orbital energy: -9.305 eV

Cartesian coordinates (Å):
C -2.30 -0.63 -0.09
C -2.60 0.70 0.04
C -0.49 0.46 -0.03
C 0.89 0.84 0.01
N -0.98 -0.78 -0.21
N 1.37 1.94 0.11
N 2.17 -0.64 0.19
O -1.48 1.41 0.16
H -2.84 -1.49 -0.44
H -3.50 1.24 0.27
H 2.40 2.19 0.04
H 1.76 -1.54 0.14
H 2.30 -0.26 1.11

Atom charges from the Löwdin analysis, given in e for atoms 1 to 2:
1 C -0.131
2 C -0.084



Here is a 2-piece molecular cluster, C5H10O2 overall from the Open Molecules 2025 dataset. Energies are from ωB97M-V with the def2-TZVPD basis set.

Computed properties:
- Energy relative to the best compared isomer or geometry (same formula, charge and spin): 120.3 kcal/mol
- Gap between HOMO and LUMO (alpha / beta): 7.8 / 8.2 eV
- Charge: 0
- Highest occupied orbital energy (alpha / beta): -6.978 / -7.308 eV

Cartesian coordinates (Å):
O -1.11 -2.35 -0.16
C -0.66 -1.24 -0.91
C -0.71 -0.02 0.00
C 0.31 -0.10 1.17
C 0.72 1.34 1.30
O 0.34 2.00 0.25
C -0.32 1.28 -0.66
H -1.06 -3.13 -0.73
H 0.37 -1.37 -1.27
H -1.31 -1.06 -1.79
H -1.74 0.04 0.40
H -0.10 -0.53 2.09
H 1.17 -0.72 0.87
H 2.64 0.91 -0.57
H 1.37 1.84 1.99
H 2.11 0.83 -1.10
H -0.93 1.88 -1.31

Atom charges from the Löwdin analysis, given in e for atoms 1 to 2:
1 O -0.059
2 C -0.253



Here is a 2-piece molecular cluster, C3H3FN2 overall from the Open Molecules 2025 dataset. Energies are from ωB97M-V with the def2-TZVPD basis set.

Computed properties:
- Energy relative to the best compared isomer or geometry (same formula, charge and spin): 162.1 kcal/mol
- Gap between HOMO and LUMO (alpha / beta): 8.9 / 7.5 eV
- Charge: 0
- Highest occupied orbital energy (alpha / beta): -9.625 / -9.428 eV

Cartesian coordinates (Å):
C -0.73 -2.95 0.35
C -0.80 -2.37 -0.89
C -0.04 0.19 -0.37
N -0.73 -3.56 1.34
N -0.99 -2.15 -2.11
F -0.93 -0.84 -2.57
H 0.00 -0.32 0.54
H -0.80 0.92 -0.53
H 0.86 0.19 -0.97

Atom charges from the Löwdin analysis, given in e for atoms 1 to 2:
1 C -0.226
2 C -0.058



Number 1: M 570.89 g/mol. Number 2: M 111.10 g/mol. Number 3: M 102.13 g/mol. Number 4: M 86.07 g/mol.